336
Properties=species:S:1:pos:R:3:forces:R:3:mulliken_charge:R:1 method="wB97M-V/def2-TZVPD" total_energy_ha=-8413.06484
O 1.8314 1.4814 -1.9912 -0.5 -0.7 -0.1 1.091
O 0.1555 -4.5948 3.3134 1.1 1.4 0.0 -0.371
O -4.1632 -2.7814 0.7954 0.0 -0.1 -0.4 0.392
O -2.4287 7.7302 -4.1959 -0.4 -0.4 -0.2 -0.655
O 9.6586 0.8185 0.4828 0.6 1.1 0.5 -0.127
O -1.3462 6.8847 0.9502 0.0 0.0 1.2 -0.681
O -6.7320 -1.4004 5.2440 0.0 -0.4 -0.2 -0.669
O 3.8191 9.0463 -3.9767 0.9 1.5 1.3 -0.637
O -8.0688 -4.9247 -2.4913 0.7 -1.1 0.2 -0.340
O 4.6609 2.3107 3.0633 -0.6 0.2 0.2 -0.169
O 4.2415 -1.2670 -4.7279 -1.8 -1.7 -0.9 -0.639
O 4.3594 8.6518 0.8643 -0.4 -0.5 -0.9 -0.440
O 1.4704 -1.6605 8.0888 -0.8 1.7 -0.7 -0.696
O 3.0768 -5.8251 2.0160 0.8 0.3 0.9 -0.687
O -0.1384 -5.8952 -2.2077 -0.5 -0.4 0.0 -0.709
O 0.8086 4.7178 2.3026 0.1 1.6 -1.0 0.180
O 2.6234 4.2362 -5.9286 -0.8 -2.2 -0.7 -0.709
O 8.3260 1.9722 -3.4044 0.9 0.7 0.5 -0.719
O -3.8781 0.2243 -8.4609 0.5 -0.2 0.6 -0.691
O 4.8690 -5.7633 8.7732 -1.1 1.3 -1.2 -0.687
O -3.6016 1.7697 2.6908 0.8 0.1 0.9 -0.350
O -0.2462 0.0600 2.9701 -0.1 0.8 -1.7 -0.076
O -1.0966 -0.3312 -3.8308 0.0 0.8 -0.2 -0.101
O -3.0689 -5.4216 5.0739 1.0 0.9 0.3 -0.598
O -5.3332 0.9914 -4.0825 -0.1 -0.4 -0.2 -0.702
O -3.7840 4.2533 -1.6897 -0.4 0.3 -0.3 0.234
O -2.6419 -9.1123 4.3397 0.8 1.1 -0.3 -0.741
O -5.3059 -4.3412 -4.6970 0.5 0.4 0.2 -0.712
N 7.9409 2.8792 1.4411 0.2 1.1 0.9 -0.213
N 1.5411 0.9484 0.9293 0.6 0.1 0.3 1.503
N -2.0986 3.3964 0.5868 0.2 -0.3 1.4 1.783
N 2.8089 6.0117 0.7701 0.3 0.6 -1.2 0.248
N -6.6325 -5.3497 -0.0288 -1.2 0.3 0.1 0.124
C 6.8220 0.2050 -2.7417 2.6 3.0 -1.0 0.394
C 2.1435 6.5365 -5.8828 0.7 0.6 2.1 0.220
C 0.7579 -6.0558 5.7338 0.7 0.1 -0.3 0.579
C 4.0143 -4.4651 4.8128 1.3 -0.8 2.0 -0.364
C -6.1491 -3.6466 4.5753 -1.1 -1.5 -0.3 0.827
C -3.4580 -3.2338 -2.8351 -0.1 2.4 2.2 -0.775
C -1.9671 -8.1101 4.0980 -2.2 -0.8 -1.7 -0.165
C -2.3489 -2.9064 6.2709 2.1 -1.3 -0.9 -0.581
C -8.5629 -4.7483 -3.7911 -1.3 1.2 0.3 -0.595
C 2.8371 7.1802 -0.1558 -2.6 -1.0 0.8 0.053
C 5.7039 0.5141 -5.3719 0.2 -1.4 1.3 0.817
C 3.5314 7.9233 -4.2675 -0.9 -0.5 -1.8 0.220
C 2.3858 7.7105 -5.1454 -1.3 0.3 -0.3 1.195
C -4.4148 -1.0392 -3.3973 0.6 -1.4 0.8 0.445
C 9.0174 2.3119 2.2440 -1.1 -0.9 -0.5 -0.439
C 4.3200 6.7630 -4.0060 1.5 -2.1 0.4 -0.091
C -5.1861 -0.2017 -4.3085 0.0 1.0 0.1 -0.193
C 0.9190 -6.7179 6.9627 -1.1 -1.4 -1.2 -0.330
C -3.5043 0.9650 3.8505 -1.4 -0.9 -0.4 -0.603
C -0.4251 -5.6024 3.5628 -1.6 -2.4 0.5 0.564
C 2.0509 -4.5923 0.2982 0.3 0.5 0.1 0.041
C 1.1597 -4.6378 -0.7485 0.0 -0.3 -0.3 0.669
C 3.8026 -4.2783 7.1878 0.8 -1.7 0.2 0.615
C -2.9032 -0.6522 6.7919 -0.6 -1.2 -0.5 -1.155
C -2.9604 -1.2551 -1.5116 0.4 -0.5 0.6 1.023
C -0.9615 -7.6113 4.9913 1.9 -0.3 1.4 0.766
C 0.1924 7.5107 -6.7426 -1.7 1.2 -0.8 -0.478
C -2.3827 -3.5213 -7.2555 0.4 -1.3 -0.3 -0.760
C 2.0081 5.1981 2.8637 0.3 0.6 1.3 -0.580
C 2.2196 -2.5802 8.1778 1.0 -2.6 1.1 0.390
C -2.8485 2.5770 -0.3496 0.4 -0.4 0.5 0.051
C -4.1729 -0.8752 6.2355 -0.6 1.2 0.5 -0.776
C -5.5000 -4.4847 -0.3445 0.6 -1.1 0.7 -0.100
C -2.7955 -2.5992 -1.7601 0.3 -0.7 -1.6 0.287
C -6.9747 -6.4299 -0.9794 -0.5 1.4 1.3 -1.162
C 0.2195 -7.9290 7.1114 0.1 0.2 -0.4 -1.055
C -6.3360 -0.0303 -6.5026 1.1 0.0 2.9 -0.483
C 0.5054 -5.8739 -1.1848 0.9 -0.9 0.4 0.120
C -3.2325 0.1306 -7.4267 0.1 0.1 -0.7 0.755
C 1.0191 6.4656 -6.6665 1.2 -1.7 0.3 -1.017
C -3.0863 1.2865 -6.5024 0.6 0.2 1.9 0.460
C 7.2779 2.2952 -5.8860 -0.9 -0.7 -0.7 -0.512
C -6.9733 -1.9777 -7.7062 0.3 -1.2 -0.1 -0.620
C 0.0366 -9.3172 0.2218 1.3 0.4 0.7 -0.880
C -2.2221 2.1771 -4.3843 0.0 1.9 -0.7 -0.284
C -2.7324 3.8745 1.8563 0.2 0.3 -2.4 -1.535
C 0.3889 8.6358 -5.9677 -0.6 1.7 -0.9 -0.645
C -5.3510 -3.5371 0.8266 -0.3 -0.1 1.1 -0.125
C -6.2705 -2.8034 -6.8276 -0.4 0.6 0.3 -0.857
C -3.5080 3.5709 -5.9182 0.4 0.4 1.9 -1.271
C -0.2387 -6.4479 4.7770 1.8 1.1 1.3 -0.514
C -6.9990 -0.6086 -7.5303 -1.0 1.2 -1.2 -0.770
C -5.5388 -6.0100 4.1473 -0.3 0.4 1.0 -0.495
C 7.3864 0.2185 -1.4847 -0.9 -1.0 1.1 -1.261
C 4.1111 7.8704 -0.3411 0.6 2.2 0.6 -0.187
C 6.2583 5.8002 -2.9216 -0.5 0.4 0.5 -0.981
C -1.6537 7.0532 -0.1994 0.8 0.1 -0.8 0.546
C -4.5199 -2.1002 5.6837 0.3 0.9 0.3 0.410
C 1.5226 -3.4886 11.7150 0.1 0.2 0.3 -0.689
C 0.1029 0.6810 0.6533 1.4 1.5 0.2 -0.472
C 0.3812 3.5433 2.8952 -0.9 0.4 1.3 1.142
C -3.7506 2.4955 -6.7217 0.7 -1.0 -0.6 -0.647
C -1.4617 -6.1567 2.6214 0.7 0.6 0.2 0.539
C 2.9027 5.3026 -5.4896 1.0 2.1 -0.4 1.272
C -2.7381 7.9509 -0.6036 0.1 -0.4 -1.9 0.321
C -3.5547 -3.0921 5.6834 -0.7 -2.0 -0.8 0.237
C -6.7738 -6.1939 3.5679 -0.2 0.6 -0.4 -0.603
C -2.7892 -2.3149 -7.7630 0.2 0.8 0.1 -0.850
C -0.3710 -1.0350 3.8024 0.5 -0.8 0.2 0.682
C -2.7609 3.4023 -4.7420 -0.4 -0.6 -1.1 -0.081
C -5.1180 -3.1376 -4.6534 -0.2 0.3 0.3 -0.380
C 1.7022 -8.1499 1.6097 -1.3 -1.8 -1.2 -0.808
C -3.7076 -0.4892 -2.3261 -1.4 2.2 -1.2 -0.104
C 0.7786 -7.0966 -0.3346 -1.1 0.0 -1.5 0.277
C 10.7049 0.4101 -0.4173 -0.3 1.3 0.7 -0.901
C -2.8855 2.9551 3.0192 0.0 0.4 -0.5 -0.252
C 1.5120 -2.3337 -1.1034 0.1 1.0 -0.9 -0.039
C 6.6604 2.3548 -7.1292 2.1 1.5 -0.3 -0.723
C 2.6826 -2.7324 5.7492 -0.6 2.6 2.5 -0.421
C 7.4110 1.2718 -3.7324 -1.0 -2.4 1.9 0.567
C 2.6886 -3.3738 0.6050 0.2 -2.0 2.6 -0.446
C 2.1410 2.1137 0.2470 -1.5 0.3 -0.3 0.483
C 5.4241 6.9132 -3.2026 1.5 -0.8 0.3 -0.850
C -1.3152 6.4298 -2.6110 0.9 -1.2 -0.1 0.870
C -5.0081 9.3422 -1.3438 -0.9 0.5 1.7 -0.720
C -4.1482 3.1718 -0.8395 0.1 0.1 -0.6 -1.522
C -1.6476 -5.4406 1.4850 -0.3 2.1 -1.8 -0.223
C -5.8993 -2.2781 5.1785 0.3 -1.0 -0.5 0.115
C 5.6107 9.2593 0.9232 1.7 -2.8 1.4 -0.770
C 2.9448 -3.2140 7.0666 -0.6 1.2 -2.6 0.153
C -3.1073 8.0906 -1.9629 0.0 -1.1 0.4 0.342
C 0.0394 -8.2289 -0.6142 -0.9 0.2 -0.1 -0.661
C -3.8252 -4.4750 5.1258 -1.9 -0.6 0.5 0.713
C 2.8567 1.7849 -1.0401 0.8 0.0 -1.8 -1.077
C -1.8440 -3.6729 -5.9922 0.8 0.3 1.5 -0.524
C 5.2526 -1.4401 -2.1258 -1.0 -0.8 0.3 -0.698
C 3.1384 -4.4765 9.6434 -0.4 1.0 0.3 0.610
C 3.9786 1.1341 3.4354 -1.6 0.4 -0.1 -0.469
C 1.4795 8.7834 -5.1717 0.5 -1.0 1.1 -0.885
C -4.2867 8.7520 -2.3297 1.9 -0.4 0.9 -0.850
C 0.3328 4.7353 -3.2128 -1.7 1.2 -0.6 -1.186
C -3.4616 8.5557 0.3792 0.4 0.3 0.1 -0.992
C -0.3395 -0.3733 1.6107 -0.3 -0.7 0.0 1.650
C 4.0805 5.4864 -4.6008 -0.7 2.1 0.4 -0.205
C 6.7846 1.3515 -5.0199 -1.0 -0.4 -0.7 0.392
C -5.7094 -2.2471 -5.6680 -0.2 0.6 -1.1 1.027
C -5.7206 -0.8471 -5.5256 -0.6 -0.3 -0.7 0.799
C -7.0766 -5.9640 -2.3958 -1.2 -0.6 -0.9 -0.146
C 0.5854 4.5701 -1.8686 1.4 -0.1 -0.4 1.087
C -2.3149 7.3798 -3.0370 -0.5 2.0 0.3 0.028
C 6.7846 3.2889 2.2396 -0.5 -0.3 0.0 -0.780
C 2.5280 6.3908 2.1281 -0.7 0.1 -0.2 -0.763
C 4.9561 4.4724 -4.3840 -0.2 -3.2 -0.9 0.494
C 5.8093 -0.6276 -3.0658 -1.5 -0.2 -1.9 0.087
C 1.5630 -2.8388 10.5254 0.8 0.9 -1.4 -0.887
C -7.6762 -5.1402 3.3760 0.6 -0.1 0.9 -0.812
C -4.5730 9.2389 0.0026 -1.1 0.2 -0.6 -0.457
C 3.2296 -3.3380 4.6965 0.5 -1.0 -1.6 -0.180
C -3.8831 -2.2399 2.0723 -0.5 -0.1 -1.2 0.984
C 4.4018 -4.9357 6.0860 -1.0 1.1 -0.8 -1.043
C -1.9483 -1.2901 -5.7801 0.1 -0.5 0.2 0.111
C -3.1430 -7.7316 1.8968 -0.1 0.1 0.5 -0.894
C 3.1665 -5.0182 10.9486 0.6 -2.1 -0.9 -0.773
C -0.5888 -8.4101 6.0796 -1.2 -0.6 1.2 -0.768
C 6.0117 4.5520 -3.5203 1.1 1.6 1.4 -0.163
C 10.1334 1.9353 1.3646 1.4 -3.1 -0.8 -0.828
C -1.5952 -2.5267 -5.2355 0.1 0.5 -0.6 -0.161
C 2.3082 -5.8206 1.0896 0.2 0.2 -0.1 0.402
C 2.3504 -4.5660 11.9418 -0.2 -0.1 0.9 -0.373
C 5.1669 -0.5994 -4.4438 2.7 3.1 1.3 0.225
C 5.1052 0.6150 -6.5882 0.2 1.0 0.1 -0.884
C -2.1894 -7.3061 2.8195 -0.5 -1.8 1.3 1.246
C -0.0402 5.3522 -0.9163 1.0 -0.4 -0.3 0.128
C 5.9748 2.0579 2.7455 2.1 -1.3 -0.8 -0.106
C -3.3108 -7.0030 0.7431 -0.4 -1.1 -1.4 0.210
C 5.7710 -1.4870 -0.8594 0.7 -0.1 0.2 -1.058
C 5.5889 1.5846 -7.4298 -0.3 -0.1 -0.3 -0.619
C -2.5323 -5.9082 0.4957 1.1 1.1 0.7 -0.630
C -1.9726 -1.6889 6.7475 -1.2 0.7 0.8 -0.231
C -4.9152 4.6851 -2.4547 0.8 1.2 0.5 -0.585
C -2.5711 -1.1587 -7.0204 -0.7 0.0 0.4 0.668
C -7.3951 -3.8988 3.9311 1.1 0.1 0.3 -0.877
C -4.3485 -2.4337 -3.5698 0.4 -1.5 -0.6 1.000
C -1.7057 -0.1605 -4.8697 -0.2 0.8 -0.5 -0.258
C 2.3441 -3.3460 9.4644 -0.7 0.7 0.9 0.627
C -0.9301 6.3236 -1.2587 -1.2 -0.4 -0.9 0.102
C 0.9342 -9.2906 1.3070 -0.2 0.7 0.0 -0.407
C 1.6117 -7.0759 0.7404 0.5 1.0 1.1 0.585
C 2.2107 1.1620 -3.3352 0.1 2.0 0.3 0.025
C -0.7190 5.6394 -3.5922 1.8 -0.6 1.4 -1.072
C 0.9371 -3.5238 -1.5124 0.5 1.6 0.3 -0.708
C 2.3814 -2.2182 -0.0334 -0.6 -0.5 -0.3 -0.121
C 6.8478 -0.6536 -0.5508 0.2 -0.7 0.7 -0.119
C -5.2386 -4.7484 4.6878 0.0 1.8 -0.9 0.399
C -2.3157 1.1673 -5.2867 -0.3 -2.1 -0.9 0.510
C 4.0127 -4.9043 8.5075 1.3 -1.7 2.3 0.209
H 7.0852 2.9848 -7.9291 -0.4 0.0 0.6 0.385
H 7.2021 3.8847 3.0703 -0.5 -0.1 -0.2 0.361
H -0.9925 5.7615 -4.6166 -0.1 0.1 -0.5 1.205
H 5.8620 9.3332 1.9940 -0.2 0.3 -0.3 0.295
H -2.3933 -4.4239 -7.8489 -0.5 0.0 -0.3 0.405
H -7.4839 -2.4896 -8.5186 0.0 0.4 -0.1 0.441
H 6.4082 8.5333 0.5461 -0.8 0.9 0.1 0.263
H 5.7494 10.2073 0.4857 -0.3 1.2 -1.0 0.292
H -3.2673 -2.2055 -8.7159 -0.1 -0.2 -0.4 0.539
H -7.0480 -7.1582 3.2147 -0.1 -0.7 -0.3 0.455
H 1.3995 -1.3954 -1.6241 -0.6 0.0 -0.5 0.179
H -7.8811 -6.9352 -0.5870 0.2 0.5 -0.5 0.425
H 0.0231 0.4743 -0.4134 -0.4 -0.4 0.1 0.075
H 0.8297 5.5106 -7.0928 -0.3 -0.5 -0.7 0.565
H -6.2187 -7.1620 -0.8852 1.1 -0.9 -0.2 0.305
H -2.5361 4.2104 -4.1155 -0.2 1.1 0.8 0.077
H -0.3676 1.6339 0.8862 -0.9 -0.1 -0.4 -0.174
H -3.0867 8.5054 1.3900 -0.3 -0.1 0.2 0.524
H -2.6332 0.2137 7.3450 -0.1 0.9 0.0 0.540
H 11.0001 1.3296 -0.9788 0.2 -1.0 0.0 0.354
H 1.5200 1.2032 1.9122 0.3 -0.3 0.0 -0.466
H -2.1260 2.3435 -1.1664 -0.8 0.3 0.1 -0.150
H 7.7284 2.2517 0.7046 -0.5 -0.6 -0.7 0.101
H -3.9706 -7.3982 -0.0605 0.3 0.5 0.8 0.350
H -4.8248 3.5212 -0.0383 0.4 0.0 0.0 0.604
H -4.6382 -5.1837 -0.2906 -0.3 0.8 -0.5 -0.567
H 4.3626 0.6257 4.3240 0.4 0.1 -0.1 0.656
H -1.1385 -4.4151 1.4158 -0.6 -1.8 -0.2 -0.138
H -8.8575 -5.6864 -4.2566 0.5 -0.2 -0.3 0.378
H 1.5707 9.5658 -4.4013 0.2 -0.2 -1.0 0.444
H -5.7452 4.7482 -1.7189 -0.1 0.0 -1.0 0.381
H -0.4184 3.1038 2.2426 1.1 0.2 0.8 -1.441
H -6.2133 -2.8360 0.9529 0.3 -0.4 -0.3 0.369
H -3.7860 -8.5914 2.0576 0.4 0.0 0.3 0.522
H 1.3414 2.8520 -0.0120 0.2 -0.6 -0.1 -0.732
H 0.9058 4.2463 -3.9873 -0.1 -0.3 0.1 0.685
H 4.8216 3.4589 -4.8564 -0.3 1.3 0.2 0.078
H -6.1542 -5.5267 -2.7554 0.5 -0.3 -0.2 0.104
H -1.9628 2.7326 3.5175 0.6 -0.5 0.0 0.165
H -4.6942 5.7217 -2.8661 -0.3 -1.2 0.6 -0.011
H 6.6402 3.6950 -3.2693 -0.2 0.4 -0.2 0.305
H 3.2660 -3.4520 1.5476 0.0 0.4 -0.8 0.225
H -8.0865 -3.0826 3.8870 -0.4 0.3 -0.1 0.563
H 11.5180 0.0042 0.1814 0.4 0.1 -0.1 0.347
H -1.5758 -4.6537 -5.5637 -0.2 0.5 -0.5 0.426
H 1.1676 -1.8303 10.3494 -0.5 -0.7 0.2 0.444
H -6.2190 -3.8753 -6.9908 0.0 0.1 0.1 0.519
H 7.0098 5.9363 -2.1279 -0.1 -0.2 -0.7 0.457
H 3.5983 0.9502 -1.0265 -0.5 0.2 0.6 -0.409
H -8.6138 -5.3731 2.8966 -0.1 0.3 -0.1 0.472
H 2.0237 7.8570 0.2421 1.0 0.1 -0.5 0.230
H 10.3658 -0.3931 -1.0584 -0.4 0.1 -0.2 0.253
H -5.3407 -4.1859 1.7295 -0.1 0.2 -0.2 -0.591
H 2.6814 -1.2396 0.2779 0.4 0.3 0.2 0.422
H -3.7440 4.1462 1.6092 -0.7 0.6 0.0 0.899
H 1.5445 -5.3275 5.4316 -1.2 -0.1 0.3 -0.431
H -6.3054 1.0295 -6.2095 -0.3 -0.4 -0.8 0.528
H -1.3670 -1.4868 3.7623 -0.2 0.1 0.2 -0.747
H 2.4526 6.9020 -1.1437 0.2 -0.4 0.0 -0.223
H -5.9512 9.8573 -1.5501 0.4 -0.2 0.0 0.385
H 2.1894 -1.7244 5.6336 0.1 -1.5 0.2 0.441
H 2.2863 -8.2091 2.4954 0.6 0.5 0.4 0.549
H -8.0049 -4.0366 -4.4295 0.4 -0.9 0.1 0.076
H 0.3415 -1.2189 1.5286 0.1 -0.4 -0.3 -0.290
H 5.6893 7.9105 -2.8450 -0.2 -0.4 0.1 0.583
H -2.1641 4.8058 2.0511 -0.4 -0.6 0.6 0.318
H -4.8765 -6.8602 4.3263 0.0 0.5 -0.3 0.594
H -9.5021 -4.2236 -3.6152 -0.3 0.1 -0.2 0.273
H 5.1442 1.8249 -8.3463 -0.8 -0.2 -1.3 0.484
H -1.0515 -1.6027 7.2402 1.3 0.4 0.4 0.702
H 1.5870 -6.5348 7.7882 0.4 0.9 -0.3 0.339
H 4.3780 -2.0099 -2.4157 0.1 -0.3 0.1 0.664
H 5.4463 -2.2667 -0.1872 -0.2 0.2 0.3 0.573
H -3.3081 -4.2849 -2.8412 -0.3 -0.8 -1.0 0.531
H 1.9913 5.4693 0.5285 0.2 -0.2 -0.4 -0.562
H 0.3230 5.2041 0.0665 -0.4 0.1 1.2 0.330
H 1.8913 5.6099 3.9006 -0.3 -0.9 -0.3 0.250
H -4.7902 -1.7431 2.4503 0.4 0.3 0.2 0.576
H -7.3603 -6.8830 -3.0134 0.3 1.2 0.3 0.546
H 8.0905 2.8783 -5.5246 0.5 0.5 -0.2 0.637
H -4.7665 2.4397 -1.3792 0.3 -0.1 -0.2 0.679
H 6.0840 3.9258 1.6548 0.5 -0.3 0.3 0.218
H -1.1202 -9.3799 6.2010 0.5 0.8 -0.1 0.420
H 0.3866 -8.4796 8.0400 -0.2 -0.1 -0.4 0.410
H 0.3483 -3.5800 -2.3981 -0.5 0.0 -0.4 0.457
H 2.6685 2.1209 -3.7883 -0.1 -1.6 0.3 -0.325
H 4.9700 7.2167 -0.5495 -0.3 0.0 0.1 0.100
H 7.3290 -0.7600 0.4263 -0.2 0.2 -0.3 0.519
H -2.5920 1.0595 4.3568 2.0 -0.1 0.2 0.369
H -2.5744 -5.3883 -0.4400 -0.2 0.2 -0.3 0.428
H -1.1282 -2.3806 -4.2480 -0.3 -1.0 -0.5 0.086
H 6.0955 1.2842 1.8983 -0.6 0.8 0.9 0.130
H 1.7485 7.1577 2.2333 -0.2 0.2 -0.4 0.290
H -2.5159 -0.7661 -0.6818 0.7 0.1 0.7 -0.098
H 3.3800 6.8313 2.6028 0.7 -0.1 0.4 0.543
H 3.8655 0.4505 2.5897 0.4 -0.2 0.0 0.028
H -3.7625 0.6163 -2.1858 0.0 -1.1 -0.1 -0.763
H -0.0318 3.8378 3.9447 0.5 -1.0 -1.4 0.310
H -1.6234 -3.7469 6.1977 -0.6 0.6 0.3 0.293
H 8.1981 0.8139 -1.1265 0.3 0.5 -0.5 0.970
H -0.2425 9.5104 -6.1021 -0.4 -0.4 0.2 0.414
H -5.5059 -3.9612 -1.2956 -0.2 0.1 -0.3 -0.148
H 8.6891 1.4039 2.7751 0.2 0.2 0.3 0.246
H -1.3599 -0.7477 1.3969 0.3 0.3 0.1 -1.105
H 3.9409 8.5884 -1.1800 0.5 -0.4 0.3 0.319
H 0.9980 -10.1191 1.9859 -0.1 -0.4 0.2 0.423
H -0.6621 -8.1451 -1.4187 -0.2 -0.2 -0.5 0.497
H -2.0224 -3.1629 -1.2694 -0.1 -0.1 0.6 -0.757
H -3.0226 -1.6025 1.9237 -0.1 0.5 0.3 -1.153
H 1.3069 0.9490 -3.8989 -0.3 0.1 0.2 0.045
H -3.0482 1.6203 0.1242 -0.2 -0.2 0.2 -0.060
H -4.9909 -0.1078 6.2311 1.0 -0.7 0.2 0.565
H -1.7452 4.2146 0.1339 0.1 0.2 -0.4 -1.308
H -1.6254 2.1813 -3.4999 0.3 -0.7 0.5 0.262
H -4.3911 2.5733 -7.5655 -0.4 0.0 -0.7 0.628
H 3.6919 -5.9650 11.1706 0.2 0.8 -0.5 0.352
H 2.7244 4.3841 2.8519 0.5 -0.2 0.2 0.292
H 10.4597 2.7708 0.7805 0.2 0.5 -0.7 0.423
H 2.3572 -5.0096 12.9491 0.1 0.0 -0.7 0.380
H 6.4712 1.5661 3.6163 -0.1 0.4 -0.3 0.266
H -5.1596 9.5627 0.8256 -0.8 0.9 0.2 0.430
H -7.4617 -4.7645 0.1244 0.3 -0.3 -0.2 0.405
H 0.9043 -3.1413 12.4982 -0.5 0.4 0.7 0.451
H -5.0487 4.0063 -3.3023 -0.5 -0.1 0.2 0.012
H 2.7013 2.7245 0.9344 1.0 -0.3 0.4 0.237
H 2.8005 0.2540 -3.4057 0.6 0.1 0.1 -0.346
H 0.3444 -1.8490 3.5383 -0.2 0.4 0.2 -0.272
H -3.9342 4.5482 -6.0743 -0.2 0.1 -0.4 0.579
H 9.3671 3.0617 2.9085 0.2 0.6 1.0 0.450
H 4.2476 0.0494 -6.8183 -0.8 -0.8 -0.3 0.589
H -3.6054 -3.0448 2.7134 0.2 -0.7 0.9 -0.187
H 4.4131 -4.8959 3.9324 0.2 -0.5 -0.7 0.666
H 11.0444 1.4904 1.8899 -1.1 0.8 -0.2 0.382
H 5.0999 -5.7621 6.2540 -0.4 0.3 -0.1 0.476
H -4.1725 1.2307 4.6543 -1.0 0.5 -0.1 0.486
H 3.4510 2.6351 -1.4773 -0.4 -0.2 0.7 0.356
H -0.1468 -0.6248 4.7663 -0.1 -0.3 0.9 0.496
H -3.4431 3.5648 3.7130 -0.5 0.1 0.7 0.550
H -3.6801 -0.0881 3.6309 0.0 0.2 -0.3 -0.181
H -4.5017 8.7760 -3.3533 -0.6 0.2 -1.3 0.669
H 3.1013 -3.0016 3.6966 -0.4 0.5 -0.6 0.275
H -7.5612 0.1089 -8.1541 0.2 -0.9 -0.1 0.395
H -0.6711 7.4500 -7.3908 -0.1 0.1 0.0 0.422
H 2.9369 1.4342 3.6644 0.5 0.0 0.1 -0.134
H 1.4286 3.9402 -1.5427 -0.7 0.2 -0.4 -0.465
H -0.6332 -10.1317 0.0491 -0.1 -0.5 0.0 0.454
H 1.3017 2.9640 2.9925 -0.4 -0.9 0.4 -0.187